{
  "formula": "C15H23BrNO4P",
  "method": "wB97M-V/def2-TZVPD",
  "lumo_energy_ev": -0.75,
  "homo_lumo_gap_ev": 8.3680,
  "energy_ha": -3856.1484,
  "smiles": "C=CC(=O)OCCCCCC[PH3]Br.O=[N+]([O-])c1ccccc1",
  "spin_multiplicity": 1,
  "elements": ["C", "C", "C", "O", "O", "C", "C", "C", "C", "C", "C", "P", "Br", "H", "H", "H", "H", "H", "H", "H", "H", "H", "H", "H", "H", "H", "H", "H", "H", "H", "H", "O", "N", "O", "C", "C", "C", "C", "C", "C", "H", "H", "H", "H", "H"],
  "positions_angstrom": [[2.256415, -1.631729, -1.394701], [2.123191, -0.902186, -2.603257], [1.557829, 0.600754, -2.671537], [2.395042, 1.533649, -2.816016], [0.149959, 0.814649, -2.592136], [-0.279420, 0.954246, -1.198456], [-1.047934, 2.361123, -1.079772], [-2.662697, 2.195137, -0.967463], [-3.308572, 1.534776, -2.281682], [-4.329106, 0.310278, -1.969401], [-3.820155, -1.094872, -2.583764], [-3.666229, -2.514040, -1.316754], [-3.384127, -4.304976, 0.110800], [2.619713, -1.206218, -0.400255], [2.034126, -2.751534, -1.428144], [2.390101, -1.414599, -3.599928], [-1.052784, 0.121566, -0.997041], [0.594394, 0.883328, -0.454880], [-0.624233, 2.937279, -0.183554], [-0.874454, 2.929762, -2.069234], [-3.061106, 3.279999, -0.919050], [-2.966271, 1.666648, 0.003307], [-2.491927, 1.167634, -3.005197], [-3.869270, 2.366138, -2.853828], [-4.643203, 0.255704, -0.871358], [-5.292755, 0.572240, -2.553249], [-4.597618, -1.441350, -3.368613], [-2.829718, -0.972310, -3.162097], [-3.973212, -1.683834, -0.194519], [-2.282533, -2.656335, -1.677217], [-4.748944, -3.206059, -1.973386], [3.765677, -2.704406, 2.204200], [2.932383, -1.836610, 2.418658], [1.801481, -1.833496, 1.952521], [3.315551, -0.722188, 3.288377], [4.606970, -0.669294, 3.809250], [4.973650, 0.403118, 4.615074], [4.053996, 1.408421, 4.898673], [2.762576, 1.344349, 4.383733], [2.387826, 0.277124, 3.574646], [5.332712, -1.446053, 3.595696], [5.978477, 0.457463, 5.020362], [4.345596, 2.247032, 5.523666], [2.049011, 2.129307, 4.610515], [1.379590, 0.240365, 3.177012]],
  "forces_ev_per_a": [[-0.084, 0.818, -2.093], [-0.869, -0.859, 1.907], [3.874, 1.837, -0.312], [-3.927, -3.156, 0.495], [2.713, -0.718, 0.638], [-1.333, 0.426, 0.606], [-0.507, -0.334, -0.254], [0.627, 1.059, -0.247], [-0.115, -0.059, 0.163], [-0.411, 0.568, -1.708], [-0.669, 0.863, -0.799], [0.090, 1.454, -1.578], [0.024, -0.853, 0.713], [-1.577, -0.292, -1.396], [1.396, 1.504, -0.072], [-1.405, 0.737, 1.533], [1.404, 1.048, -0.201], [-1.270, 0.021, -1.261], [-0.726, -0.647, -1.386], [0.043, -0.768, 1.743], [0.534, -1.752, 0.234], [0.447, 0.606, -1.442], [-1.144, 0.496, 1.209], [0.831, -1.362, 0.929], [0.703, 0.009, -1.359], [1.382, -0.449, 1.130], [1.253, 0.565, 1.151], [-1.436, -0.057, 1.001], [0.116, -0.470, -0.440], [-0.677, -0.294, 0.379], [0.722, 0.045, 0.691], [-0.405, 0.453, 0.089], [-0.103, -0.520, -0.276], [0.491, 0.042, 0.215], [0.236, 0.659, 0.498], [0.083, -0.055, -0.017], [-0.254, 0.027, -0.076], [-0.010, -0.025, -0.016], [0.206, -0.167, -0.036], [-0.097, 0.037, -0.037], [-0.247, 0.017, -0.094], [-0.115, -0.052, -0.070], [-0.038, -0.105, -0.069], [0.051, -0.120, -0.052], [0.193, -0.178, -0.036]]
}

---

{
  "formula": "C15H23Cl12IN3O3PS",
  "method": "wB97M-V/def2-TZVPD",
  "lumo_energy_ev": 0.03,
  "homo_lumo_gap_ev": 9.0274,
  "energy_ha": -7534.7607,
  "smiles": "N=[PH2]C(=O)O[C@@H](I)CCCCCCCSc1nnco1.ClC(Cl)Cl.ClC(Cl)Cl.ClC(Cl)Cl.ClC(Cl)Cl",
  "spin_multiplicity": 1,
  "elements": ["N", "P", "C", "O", "O", "C", "I", "C", "C", "C", "C", "C", "C", "C", "S", "C", "N", "N", "C", "O", "H", "H", "H", "H", "H", "H", "H", "H", "H", "H", "H", "H", "H", "H", "H", "H", "H", "H", "H", "Cl", "C", "Cl", "Cl", "H", "Cl", "C", "Cl", "Cl", "H", "Cl", "C", "Cl", "Cl", "H", "Cl", "C", "Cl", "Cl", "H"],
  "positions_angstrom": [[-4.252950, 1.285773, -4.704745], [-4.591409, 1.263395, -3.183827], [-4.194779, -0.381727, -2.351439], [-3.901115, -1.292945, -3.042195], [-4.248802, -0.536432, -0.993845], [-3.350103, 0.298357, -0.259792], [-4.382778, 1.986859, 0.593684], [-2.573063, -0.556571, 0.715125], [-3.323514, -1.033548, 1.955597], [-2.488533, -1.238997, 3.227536], [-1.459035, -0.180117, 3.634024], [-1.944427, 1.284067, 3.652892], [-1.085902, 2.274801, 2.866519], [0.205262, 2.675766, 3.622241], [1.808052, 2.433288, 2.771507], [1.638858, 0.931142, 1.911385], [1.222233, 0.896979, 0.685559], [1.173067, -0.443587, 0.319580], [1.575835, -1.101679, 1.348482], [1.893446, -0.310833, 2.396019], [-3.888093, 0.386165, -5.001620], [-3.870151, 2.258833, -2.499856], [-5.943728, 1.522594, -2.880037], [-2.633998, 0.718837, -0.958867], [-1.639411, -0.053924, 0.927033], [-2.315065, -1.441155, 0.137251], [-4.188887, -0.422310, 2.194709], [-3.715742, -2.018001, 1.716153], [-1.945172, -2.180439, 3.170781], [-3.179208, -1.340154, 4.064239], [-0.628545, -0.236566, 2.935805], [-1.043123, -0.411123, 4.609223], [-2.992569, 1.340954, 3.377297], [-1.880467, 1.619863, 4.687189], [-1.688434, 3.177131, 2.779457], [-0.896323, 1.967802, 1.844729], [0.201635, 2.181992, 4.588809], [0.173949, 3.741933, 3.810308], [1.656122, -2.164596, 1.465719], [6.069775, 0.022095, -0.107104], [4.945777, 1.303680, -0.568575], [5.071552, 2.674655, 0.534994], [5.216307, 1.808960, -2.234770], [3.939810, 0.913798, -0.499508], [-2.316782, -4.716479, -5.455538], [-1.717916, -3.154747, -6.017312], [-0.227951, -3.353848, -6.949358], [-2.941926, -2.318657, -6.969543], [-1.496774, -2.546907, -5.150103], [2.438777, -0.280117, -2.180808], [1.574683, 0.042538, -3.680049], [1.166493, -1.452696, -4.516519], [0.113261, 0.982270, -3.364541], [2.212962, 0.633396, -4.323314], [8.243562, -2.192412, 0.400894], [9.678863, -1.381198, 1.029143], [9.814520, -1.610110, 2.772280], [11.130018, -1.951218, 0.206785], [9.575140, -0.321891, 0.835517]],
  "forces_ev_per_a": [[0.002, -0.427, 0.427], [0.381, 0.384, -1.299], [0.042, 0.500, 0.677], [-0.037, -0.624, -0.655], [-0.068, 0.274, 0.301], [0.124, -0.310, -0.498], [0.011, -0.018, -0.005], [-0.408, -0.122, 0.213], [0.244, -0.353, 0.306], [0.214, 0.184, 0.509], [-0.010, 0.525, -0.731], [0.425, -0.372, 0.431], [-0.336, 0.509, 0.235], [-0.568, -0.693, -0.335], [0.332, 0.154, 0.417], [-0.577, 0.418, -0.493], [0.002, -0.369, 0.018], [-0.152, -0.197, 0.652], [-0.151, 0.346, -0.032], [0.104, 0.060, 0.188], [-0.049, 0.047, -0.338], [-0.314, -0.114, 0.514], [0.109, -0.029, 0.496], [0.027, 0.337, -0.053], [0.168, 0.306, 0.249], [0.273, -0.040, -0.192], [0.000, 0.317, -0.138], [-0.349, -0.074, 0.003], [-0.008, -0.213, -0.068], [-0.202, -0.176, 0.011], [0.274, -0.071, -0.144], [0.030, -0.350, 0.112], [-0.108, 0.117, -0.247], [-0.353, 0.110, 0.178], [-0.004, 0.192, -0.156], [0.167, -0.247, -0.175], [0.312, -0.118, 0.103], [0.299, 0.212, 0.000], [0.090, -0.155, 0.029], [-0.141, 0.127, -0.050], [0.071, 0.076, 0.022], [-0.033, -0.015, 0.019], [0.074, 0.051, 0.022], [-0.040, 0.045, 0.011], [0.026, 0.026, 0.012], [-0.049, -0.035, -0.065], [-0.061, -0.028, 0.029], [0.002, 0.030, 0.019], [0.025, 0.016, 0.022], [0.052, -0.180, -0.602], [-0.033, 0.087, 0.085], [0.110, -0.022, -0.032], [-0.049, 0.069, 0.006], [0.007, -0.020, -0.037], [0.116, -0.163, 0.022], [0.020, -0.041, 0.023], [-0.010, 0.024, -0.003], [-0.007, 0.021, -0.009], [-0.013, 0.014, -0.005]]
}

---

Question: Which formula does entry 2 have?
Answer: C15H23Cl12IN3O3PS